1.
Below is C39H38BiCl5N3O4PS4Sb2Se as an isolated structure, with properties calculated with ωB97M-V/def2-TZVPD.

The geometry in XYZ format:
```
98
Properties=species:S:1:pos:R:3
Bi -0.090 1.167 0.859
S 0.392 5.024 3.584
C 0.344 3.589 2.764
S 1.658 2.956 1.831
S -1.058 2.541 2.813
C 5.047 -0.113 0.249
Sb 3.141 -1.162 0.466
C 3.643 -2.603 -1.047
C 3.824 -2.557 2.046
C 4.469 -1.903 3.222
C 5.847 -1.657 3.173
C 6.532 -1.036 4.206
C 5.835 -0.644 5.342
C 4.475 -0.900 5.419
C 3.764 -1.530 4.389
C 2.290 -1.768 4.604
Sb 0.995 -0.247 3.680
C -0.572 -0.480 5.136
C 1.900 1.265 4.927
H 5.875 -0.799 0.048
H 5.261 0.462 1.155
H 4.946 0.589 -0.588
H 4.728 -2.723 -1.095
H 3.249 -2.288 -2.019
H 3.165 -3.552 -0.782
H 4.515 -3.234 1.544
H 2.918 -3.109 2.304
H 6.389 -1.965 2.284
H 7.601 -0.866 4.126
H 6.345 -0.146 6.160
H 3.931 -0.609 6.314
H 2.050 -1.681 5.664
H 1.948 -2.742 4.238
H -0.182 -1.028 5.996
H -1.420 -1.019 4.715
H -0.892 0.516 5.435
H 1.990 0.866 5.942
H 1.272 2.154 4.936
H 2.889 1.535 4.551
O -3.541 -1.412 2.809
S -2.565 -1.390 1.734
O -1.432 -2.266 1.905
O -2.198 -0.003 1.346
C -3.579 -1.909 0.303
C -4.486 -2.928 0.621
C -5.597 -3.168 -0.165
C -5.864 -2.314 -1.225
C -4.951 -1.331 -1.565
C -3.747 -1.161 -0.875
P -2.344 -0.130 -1.547
C -3.126 0.998 -2.818
C -3.701 0.586 -4.027
C -4.232 1.507 -4.919
C -4.178 2.871 -4.637
C -3.565 3.299 -3.470
C -3.044 2.366 -2.576
C -1.600 -1.333 -2.760
C -0.693 -0.810 -3.687
C -0.096 -1.619 -4.638
C -0.386 -2.981 -4.677
C -1.276 -3.510 -3.760
C -1.883 -2.693 -2.809
H -4.321 -3.496 1.525
H -6.281 -3.970 0.087
H -6.783 -2.412 -1.794
H -5.193 -0.670 -2.379
H -3.707 -0.465 -4.287
H -4.682 1.161 -5.842
H -4.608 3.590 -5.327
H -3.494 4.358 -3.246
H -2.565 2.718 -1.663
H -0.450 0.251 -3.658
H 0.592 -1.186 -5.357
H 0.094 -3.624 -5.406
H -1.489 -4.573 -3.752
H -2.554 -3.143 -2.089
Cl -3.721 2.314 0.109
C -2.529 3.503 -0.276
C -1.176 3.154 -0.410
C -0.368 4.205 -0.875
Cl 1.294 3.938 -1.342
C -0.821 5.519 -1.063
Cl 0.249 6.774 -1.594
C -2.151 5.823 -0.829
Cl -2.732 7.440 -1.036
C -3.020 4.796 -0.469
Cl -4.706 5.154 -0.277
Se 0.733 -5.210 0.324
C 0.612 -3.462 -0.121
N 0.529 -2.321 -0.369
N 0.396 1.412 -3.240
C 1.597 0.994 -2.733
N 2.618 0.886 -3.653
O 1.767 0.702 -1.558
H 0.396 2.001 -4.053
H -0.293 1.642 -2.540
H 2.402 0.830 -4.631
H 3.433 0.398 -3.327
```

Frontier orbital gap   5.95 eV
Relative energy (zero: lowest compared OMol25 entry of this formula, charge and spin)   97.0 kcal/mol
Net charge   -2
Highest occupied orbital energy   -2.38 eV
Electronic energy   -9305.82758 hartree
M   1480.72 g/mol



2.
Below is a 2-piece molecular cluster, C3H7O3 overall, with properties calculated with ωB97M-V/def2-TZVPD.

The geometry in XYZ format:
```
13
Properties=species:S:1:pos:R:3
O 3.572 -0.664 -2.452
C 2.750 -0.106 -1.718
O 1.536 -0.158 -1.382
H 3.380 0.727 -1.280
H 0.865 -0.651 0.040
C -1.062 -0.163 0.353
O 0.184 -0.633 0.771
C -2.036 0.349 1.389
H -0.837 0.589 -0.461
H -1.543 -0.862 -0.494
H -2.315 -0.431 2.050
H -1.641 1.109 2.192
H -2.854 0.895 0.991
```

Frontier orbital gap   7.79 eV
Relative energy (zero: lowest compared OMol25 entry of this formula, charge and spin)   42.0 kcal/mol
Net charge   -1
Highest occupied orbital energy   -3.97 eV
Electronic energy   -344.24328 hartree
M   91.09 g/mol



3.
Below is one molecule with the formula C4H2Cl2, with properties calculated with ωB97M-V/def2-TZVPD.

The geometry in XYZ format:
```
8
Properties=species:S:1:pos:R:3
C 2.697 -0.598 0.548
C 1.671 -0.055 -0.034
C 0.531 0.612 -0.400
C -0.891 0.637 0.539
Cl -1.432 -1.021 0.223
Cl -1.963 1.785 -0.245
H 0.383 1.010 -1.336
H -0.973 0.831 1.587
```

Frontier orbital gap (spin up / spin down)   9.47 / 7.36 eV
Relative energy (zero: lowest compared OMol25 entry of this formula, charge and spin)   25.3 kcal/mol
Expectation value of S²   2.027
Multiplicity   3
Highest occupied orbital energy (spin up / spin down)   -8.73 / -10.80 eV
Electronic energy   -1073.74095 hartree
M   120.97 g/mol



4.
Below is C2H6ClN3 as an isolated structure, with properties calculated with ωB97M-V/def2-TZVPD.

The geometry in XYZ format:
```
12
Properties=species:S:1:pos:R:3
C -0.256 -0.031 -1.824
C 0.738 0.039 1.246
N -0.106 1.198 -1.976
N -0.694 -0.020 0.693
N -0.078 -1.217 -1.835
Cl 0.137 -2.292 -0.428
H 1.442 0.704 0.766
H 0.574 0.269 2.274
H 1.248 -0.940 1.109
H -0.732 1.953 -1.982
H -0.977 0.768 0.193
H -1.297 -0.431 1.763
```

Frontier orbital gap   8.77 eV
Relative energy (zero: lowest compared OMol25 entry of this formula, charge and spin)   101.4 kcal/mol
Highest occupied orbital energy   -9.08 eV
Electronic energy   -704.09189 hartree
M   107.54 g/mol



5.
Below is C30H31FeN8O7 as an isolated structure, with properties calculated with ωB97M-V/def2-TZVPD.

The geometry in XYZ format:
```
77
Properties=species:S:1:pos:R:3
Fe 0.746 0.291 0.165
C -4.520 -0.338 -0.599
O -4.015 -0.281 0.759
C -2.692 -0.078 0.627
N -2.169 -0.030 -0.524
C -3.244 -0.461 -1.450
C -3.396 0.274 -2.752
C -4.153 -0.304 -3.768
C -4.331 0.362 -4.968
C -3.759 1.614 -5.168
C -3.018 2.202 -4.154
C -2.840 1.530 -2.952
C -1.958 -0.133 1.915
C -2.666 -0.481 3.067
C -2.001 -0.623 4.270
C -0.630 -0.409 4.296
C -0.012 -0.085 3.106
N -0.635 0.048 1.928
C 1.423 0.194 3.025
N 2.023 0.316 1.896
C 3.398 0.788 2.202
C 3.469 0.637 3.744
O 2.095 0.359 4.137
C 3.669 2.205 1.768
C 4.996 2.586 1.599
C 5.316 3.887 1.248
C 4.307 4.821 1.058
C 2.983 4.448 1.238
C 2.663 3.144 1.598
H -5.053 0.594 -0.796
H -5.202 -1.180 -0.682
H -3.003 -1.505 -1.672
H -4.589 -1.286 -3.628
H -4.909 -0.099 -5.756
H -3.897 2.129 -6.107
H -2.597 3.187 -4.305
H -2.300 1.974 -2.124
H -3.731 -0.629 2.997
H -2.537 -0.894 5.168
H -0.048 -0.498 5.201
H 4.112 0.120 1.723
H 3.776 1.551 4.243
H 4.082 -0.198 4.080
H 5.789 1.860 1.743
H 6.350 4.175 1.126
H 4.552 5.839 0.792
H 2.201 5.183 1.113
H 1.624 2.874 1.752
C -0.813 4.644 0.156
O -0.425 4.013 -1.091
C -0.074 2.760 -1.052
O -0.032 2.089 -0.003
N 0.223 2.227 -2.244
N 0.358 0.832 -2.270
H -1.025 5.673 -0.107
H 0.003 4.582 0.871
H -1.701 4.152 0.546
H 0.070 2.770 -3.085
H 1.181 0.567 -2.806
H -0.478 0.398 -2.662
O -0.811 -2.281 -1.893
N 0.338 -2.180 -1.582
O 1.279 -2.815 -1.956
O 0.605 -1.347 -0.538
N 6.568 0.798 -2.078
C 5.292 0.713 -1.677
C 4.420 1.815 -1.752
C 3.143 1.695 -1.277
N 2.640 0.559 -0.758
C 3.461 -0.510 -0.720
C 4.758 -0.483 -1.159
H 6.937 1.651 -2.462
H 7.189 0.011 -2.010
H 4.750 2.756 -2.170
H 2.483 2.551 -1.307
H 3.036 -1.429 -0.342
H 5.351 -1.386 -1.126
```

Frontier orbital gap (spin up / spin down)   7.78 / 6.70 eV
Relative energy (zero: lowest compared OMol25 entry of this formula, charge and spin)   21.5 kcal/mol
Expectation value of S²   8.759
Net charge   +2
Multiplicity   6
Highest occupied orbital energy (spin up / spin down)   -13.70 / -13.70 eV
Electronic energy   -3389.69943 hartree
M   671.47 g/mol



6.
Below is C4H7LiO2Pt as an isolated structure, with properties calculated with ωB97M-V/def2-TZVPD.

The geometry in XYZ format:
```
15
Properties=species:S:1:pos:R:3
H 2.004 -2.286 -1.374
C -0.339 -0.726 0.852
C 0.106 0.608 1.352
C -0.843 1.120 0.346
C -0.544 1.223 -1.111
O 0.716 0.793 -1.416
O 0.424 -1.515 0.206
Li 1.164 -3.245 -0.076
Pt 1.440 -0.777 -1.227
H -1.260 -1.155 1.271
H -0.189 0.800 2.388
H 1.162 0.818 1.156
H -1.860 1.360 0.662
H -0.655 2.306 -1.348
H -1.325 0.676 -1.682
```

Frontier orbital gap (spin up / spin down)   7.38 / 7.33 eV
Relative energy (zero: lowest compared OMol25 entry of this formula, charge and spin)   0.0 kcal/mol
Expectation value of S²   3.767
Net charge   +1
Multiplicity   4
Highest occupied orbital energy (spin up / spin down)   -11.21 / -13.42 eV
Electronic energy   -433.47969 hartree
M   289.12 g/mol



7.
Below is C25H21BrN2O2Yb as an isolated structure, with properties calculated with ωB97M-V/def2-TZVPD.

The geometry in XYZ format:
```
52
Properties=species:S:1:pos:R:3
C 0.164 3.765 -0.858
C -0.325 2.960 0.215
C 0.801 2.371 0.858
H -1.366 2.886 0.552
C 1.976 2.775 0.177
C 1.590 3.648 -0.885
H 2.276 4.196 -1.533
H -0.448 4.384 -1.513
H 0.782 1.819 1.798
H 2.998 2.512 0.478
Yb 0.364 1.377 -1.922
Br -2.014 1.620 -3.111
C -0.406 2.507 -6.436
C 0.733 3.368 -6.419
C 0.295 4.670 -6.007
H 1.751 3.096 -6.697
C -1.114 4.609 -5.775
C -1.545 3.271 -6.035
H -2.557 2.891 -5.909
H -0.415 1.457 -6.720
H 0.922 5.556 -5.913
H -1.753 5.438 -5.479
O 1.534 -0.559 -1.485
C 0.825 -0.852 -0.471
N 1.086 -1.807 0.474
C 0.049 -1.859 1.461
C -0.892 -0.737 0.950
O -1.920 -0.382 1.525
N -0.350 -0.202 -0.187
C -0.606 -3.234 1.449
C -1.869 -3.445 0.893
C -2.449 -4.723 0.936
C -1.760 -5.796 1.514
C -0.485 -5.585 2.067
C 0.095 -4.309 2.033
C 0.502 -1.485 2.859
C -0.362 -1.807 3.916
C -0.062 -1.399 5.219
C 1.065 -0.598 5.451
C 1.905 -0.249 4.387
C 1.638 -0.702 3.085
H 1.962 -2.331 0.455
H -2.447 -2.615 0.470
H -3.454 -4.856 0.527
H -2.199 -6.792 1.536
H 0.072 -6.398 2.546
H 1.076 -4.119 2.501
H -1.277 -2.382 3.722
H -0.735 -1.679 6.035
H 1.266 -0.228 6.460
H 2.767 0.406 4.551
H 2.313 -0.453 2.258
```

Frontier orbital gap (spin up / spin down)   6.28 / 4.41 eV
Relative energy (zero: lowest compared OMol25 entry of this formula, charge and spin)   0.0 kcal/mol
Expectation value of S²   0.767
Net charge   -1
Multiplicity   2
Highest occupied orbital energy (spin up / spin down)   -3.65 / -3.65 eV
Electronic energy   -4958.09452 hartree
M   634.40 g/mol